ORCA calculation (the ωB97M-V functional and the def2-TZVPD basis) on a single C3H5NO2 molecule.

Each atom is followed by the atoms it is bonded to, with distances in Å.
Atoms and positions in Å:
1 N 1.55 0.09 0.10  C2 1.324, H7 1.021
2 C 0.73 -0.69 -0.59  N1 1.324, C3 1.543, O6 1.235
3 C -0.56 -0.96 0.21  C2 1.543, O4 1.508, H8 1.085, H9 1.093
4 O -1.36 0.31 0.37  C3 1.508, C5 1.248
5 C -0.77 1.41 0.41  O4 1.248, H10 1.094, H11 1.123
6 O 0.78 -1.18 -1.73  C2 1.235
7 H 2.37 0.32 -0.47  N1 1.021
8 H -1.25 -1.58 -0.34  C3 1.085
9 H -0.38 -1.35 1.22  C3 1.093
10 H -1.43 2.27 0.36  C5 1.094
11 H 0.35 1.37 0.48  C5 1.123

ΔE to the lowest compared entry with this formula, charge and spin, kJ/mol: 390.69
Spin multiplicity: 1
LUMO energy, eV: -1.51
Orbital gap, eV: 6.92
Electronic energy, eV: -8773.646

***

ORCA calculation (the ωB97M-V functional and the def2-TZVPD basis) on 4 unconnected molecules or ions with the total composition C33H61FO13 at a distorted geometry.

Each atom is followed by the atoms it is bonded to, with distances in Å.
Atoms and positions in Å:
1 C 4.96 2.13 2.00  C2 1.506, H21 1.083, H22 1.084, H23 1.081
2 C 5.64 3.18 2.84  C1 1.506, O3 1.218, O4 1.375
3 O 5.81 3.02 4.04  C2 1.218
4 O 6.07 4.32 2.21  C2 1.375, C5 1.434
5 C 4.96 5.08 1.72  O4 1.434, C6 1.509, H24 1.085, H25 1.088
6 C 5.37 6.49 1.38  C5 1.509, C7 1.536, H26 1.084, H27 1.088
7 C 4.13 7.36 1.15  C6 1.536, C8 1.549, H28 1.082, H29 1.084
8 C 3.46 7.06 -0.21  C7 1.549, C9 1.511, H30 1.085, H31 1.084
9 C 2.00 6.68 -0.18  C8 1.511, C10 1.337, C19 1.495
10 C 1.17 7.12 -1.14  C9 1.337, C11 1.487, H32 1.077
11 C -0.27 6.75 -1.09  C10 1.487, O12 1.218, C13 1.487
12 O -0.94 6.61 -2.10  C11 1.218
13 C -0.83 6.57 0.27  C11 1.487, C14 1.337, H33 1.078
14 C -0.04 6.11 1.25  C13 1.337, C15 1.500, C19 1.504
15 C -0.57 5.87 2.63  C14 1.500, C16 1.539, H34 1.084, H35 1.086
16 C -0.14 6.89 3.70  C15 1.539, C17 1.506, H36 1.084, H37 1.084
17 C 1.29 7.35 3.54  C16 1.506, F18 1.366, H38 1.088, H39 1.091
18 F 1.69 8.08 4.62  C17 1.366
19 C 1.38 5.81 0.87  C9 1.495, C14 1.504, O20 1.216
20 O 1.96 4.86 1.37  C19 1.216
21 H 5.69 1.43 1.59  C1 1.083
22 H 4.40 2.52 1.17  C1 1.084
23 H 4.27 1.58 2.63  C1 1.081
24 H 4.50 4.63 0.84  C5 1.085
25 H 4.20 5.12 2.50  C5 1.088
26 H 6.02 6.91 2.13  C6 1.084
27 H 5.95 6.49 0.45  C6 1.088
28 H 3.43 7.28 1.97  C7 1.082
29 H 4.48 8.39 1.15  C7 1.084
30 H 4.05 6.35 -0.78  C8 1.085
31 H 3.49 7.99 -0.78  C8 1.084
32 H 1.50 7.73 -1.96  C10 1.077
33 H -1.87 6.81 0.47  C13 1.078
34 H -1.65 5.93 2.56  C15 1.084
35 H -0.36 4.85 2.95  C15 1.086
36 H -0.23 6.42 4.67  C16 1.084
37 H -0.81 7.74 3.64  C16 1.084
38 H 1.94 6.49 3.41  C17 1.088
39 H 1.36 7.93 2.62  C17 1.091
40 C -7.01 1.21 -0.74  O41 1.409, H49 1.097, H50 1.088, H51 1.096
41 O -5.66 1.34 -1.13  C40 1.409, C42 1.418
42 C -5.39 0.64 -2.33  O41 1.418, C43 1.513, H52 1.097, H53 1.099
43 C -4.07 1.09 -2.92  C42 1.513, O44 1.419, H54 1.093, H55 1.092
44 O -4.16 2.31 -3.66  C43 1.419, C45 1.422
45 C -4.26 3.50 -2.89  O44 1.422, C46 1.512, H56 1.092, H57 1.092
46 C -2.96 3.93 -2.24  C45 1.512, O47 1.421, H58 1.094, H59 1.096
47 O -2.74 3.19 -1.05  C46 1.421, C48 1.410
48 C -1.41 3.25 -0.60  O47 1.410, H60 1.097, H61 1.090, H62 1.100
49 H -7.28 0.16 -0.59  C40 1.097
50 H -7.13 1.75 0.20  C40 1.088
51 H -7.67 1.66 -1.48  C40 1.096
52 H -6.20 0.83 -3.06  C42 1.097
53 H -5.35 -0.43 -2.11  C42 1.099
54 H -3.77 0.34 -3.66  C43 1.093
55 H -3.30 1.15 -2.16  C43 1.092
56 H -5.06 3.43 -2.16  C45 1.092
57 H -4.54 4.27 -3.61  C45 1.092
58 H -3.01 4.99 -2.00  C46 1.094
59 H -2.14 3.76 -2.95  C46 1.096
60 H -0.73 2.79 -1.34  C48 1.097
61 H -1.35 2.67 0.32  C48 1.090
62 H -1.08 4.27 -0.39  C48 1.100
63 C -2.04 -6.97 -2.61  O64 1.408, H72 1.096, H73 1.088, H74 1.097
64 O -2.84 -5.94 -2.06  C63 1.408, C65 1.417
65 C -4.13 -6.40 -1.71  O64 1.417, C66 1.512, H75 1.097, H76 1.099
66 C -4.81 -5.42 -0.79  C65 1.512, O67 1.421, H77 1.092, H78 1.092
67 O -4.41 -5.55 0.57  C66 1.421, C68 1.421
68 C -3.12 -5.05 0.91  O67 1.421, C69 1.512, H79 1.092, H80 1.092
69 C -3.06 -3.54 0.99  C68 1.512, O70 1.417, H81 1.099, H82 1.097
70 O -2.93 -2.98 -0.30  C69 1.417, C71 1.410
71 C -3.24 -1.60 -0.32  O70 1.410, H83 1.097, H84 1.088, H85 1.096
72 H -2.50 -7.38 -3.52  C63 1.096
73 H -1.08 -6.53 -2.87  C63 1.088
74 H -1.88 -7.77 -1.88  C63 1.097
75 H -4.07 -7.38 -1.22  C65 1.097
76 H -4.72 -6.50 -2.64  C65 1.099
77 H -5.88 -5.64 -0.79  C66 1.092
78 H -4.68 -4.39 -1.14  C66 1.092
79 H -2.36 -5.44 0.24  C68 1.092
80 H -2.92 -5.44 1.91  C68 1.092
81 H -2.19 -3.24 1.59  C69 1.099
82 H -3.97 -3.16 1.47  C69 1.097
83 H -4.29 -1.44 -0.04  C71 1.097
84 H -3.09 -1.23 -1.33  C71 1.088
85 H -2.59 -1.04 0.36  C71 1.096
86 C 5.68 -7.73 -2.24  O87 1.408, H95 1.096, H96 1.088, H97 1.096
87 O 4.83 -7.89 -1.13  C86 1.408, C88 1.417
88 C 5.36 -7.30 0.04  O87 1.417, C89 1.512, H98 1.097, H99 1.099
89 C 4.29 -7.15 1.10  C88 1.512, O90 1.420, H100 1.092, H101 1.092
90 O 3.46 -6.01 0.92  C89 1.420, C91 1.421
91 C 2.49 -6.09 -0.11  O90 1.421, C92 1.512, H102 1.092, H103 1.092
92 C 1.29 -6.95 0.24  C91 1.512, O93 1.418, H104 1.100, H105 1.097
93 O 1.59 -8.32 0.04  C92 1.418, C94 1.409
94 C 0.67 -9.15 0.71  O93 1.409, H106 1.096, H107 1.088, H108 1.097
95 H 6.66 -8.18 -2.05  C86 1.096
96 H 5.22 -8.22 -3.09  C86 1.088
97 H 5.81 -6.66 -2.48  C86 1.096
98 H 5.78 -6.31 -0.19  C88 1.097
99 H 6.16 -7.95 0.42  C88 1.099
100 H 4.79 -6.98 2.05  C89 1.092
101 H 3.69 -8.06 1.19  C89 1.092
102 H 2.93 -6.40 -1.06  C91 1.092
103 H 2.13 -5.06 -0.24  C91 1.092
104 H 0.45 -6.68 -0.41  C92 1.100
105 H 1.01 -6.77 1.29  C92 1.097
106 H 0.71 -9.00 1.79  C94 1.096
107 H 0.94 -10.19 0.49  C94 1.088
108 H -0.35 -8.98 0.35  C94 1.097

ΔE to the lowest compared entry with this formula, charge and spin, kJ/mol: 0.00
Spin multiplicity: 1
LUMO energy, eV: -1.41
Orbital gap, eV: 7.81
Electronic energy, eV: -64538.748

***

ORCA calculation (the ωB97M-V functional and the def2-TZVPD basis) on 2 unconnected molecules or ions with the total composition C4H2O2 at a distorted geometry.

Each atom is followed by the atoms it is bonded to, with distances in Å.
Atoms and positions in Å:
1 C 0.52 -1.12 -0.67  C2 1.343, C3 1.413, H7 1.138
2 C 0.17 -0.03 0.04  C1 1.343, C3 1.453
3 C 1.45 -0.67 0.29  C1 1.413, C2 1.453, O5 1.207
4 C -1.50 1.33 0.26  O6 1.181, H8 0.989
5 O 2.58 -0.62 0.72  C3 1.207
6 O -2.58 0.85 0.23  C4 1.181
7 H 0.48 -1.91 -1.48  C1 1.138
8 H -1.11 2.17 0.61  C4 0.989

ΔE to the lowest compared entry with this formula, charge and spin, kJ/mol: 283.77
Spin multiplicity: 1
LUMO energy (alpha / beta), eV: -0.44 / -0.44
Orbital gap (alpha / beta), eV: 8.00 / 8.00
Electronic energy, eV: -8269.587

***

ORCA calculation (the ωB97M-V functional and the def2-TZVPD basis) on a single C2H5N2P molecule at a distorted geometry.

Each atom is followed by the atoms it is bonded to, with distances in Å.
Atoms and positions in Å:
1 C -0.27 -1.27 0.05  C2 1.728, N3 1.277, H6 1.112, H7 1.156
2 C 0.32 0.33 0.37  C1 1.728, N4 1.425, H8 1.182, H9 1.082
3 N 0.68 -2.09 -0.19  C1 1.277
4 N 1.54 0.73 -0.24  C2 1.425, P5 1.639, H10 1.024
5 P 2.96 0.01 0.14  N4 1.639
6 H -1.03 -1.49 0.83  C1 1.112
7 H -0.92 -0.99 -0.86  C1 1.156
8 H -0.72 0.79 0.02  C2 1.182
9 H 0.57 0.32 1.42  C2 1.082
10 H 1.41 1.18 -1.15  N4 1.024

ΔE to the lowest compared entry with this formula, charge and spin, kJ/mol: 654.69
Spin multiplicity: 1
LUMO energy (alpha / beta), eV: -0.97 / -2.66
Orbital gap (alpha / beta), eV: 6.59 / 3.89
Electronic energy, eV: -14416.401